Record 1
67
Properties=species:S:1:pos:R:3 method="wB97M-V/def2-TZVPD" multiplicity=5 max_force_ev_per_a=1.21 energy_ha=-7243.3186 homo_energy_ha="-0.4146 / -0.4146" lumo_energy_ev="-3.813 / -3.939" charge=+1 relative_energy_kcal_mol=3.6
Se 1.84 -1.44 3.90
Fe 0.85 1.10 1.63
Cl -1.11 -3.26 1.47
Cl -2.55 -0.44 -5.74
Cl -5.97 3.17 -3.74
S 1.17 -4.51 0.00
F 2.40 0.81 0.21
F 1.30 -0.97 1.01
F 3.58 -1.14 0.63
F 2.12 -1.04 -1.17
O -2.55 -2.07 -1.60
N -0.31 1.12 -0.08
N 3.56 -1.65 4.06
N -0.58 0.07 -1.99
N 1.96 0.23 3.27
C 0.72 3.32 3.42
C -0.09 2.02 -1.12
C 3.85 1.71 2.69
C -0.14 -4.53 -2.18
C -3.39 0.21 -4.35
C -3.22 -0.36 -3.10
C 5.57 -0.40 3.57
C 0.17 3.80 2.23
C -1.02 1.66 3.56
C 1.07 -4.87 -1.67
C -0.81 -1.03 -2.93
C -1.00 3.23 1.73
C 3.27 0.50 3.18
C -0.42 -3.90 0.02
C -2.43 -3.49 -1.45
C -3.93 0.20 -2.04
C -1.59 2.15 2.39
C -1.02 -3.96 -1.20
C -0.59 -0.05 -0.66
C 6.07 0.76 3.08
C -2.26 -1.51 -2.86
C -0.26 1.38 -2.30
C -4.92 1.82 -3.49
C -4.23 1.29 -4.57
C 0.12 2.27 4.09
C 4.15 -0.56 3.63
C -4.77 1.28 -2.22
C 5.20 1.81 2.63
B 2.41 -0.65 0.11
H 3.23 2.53 2.36
H -0.20 1.72 -3.32
H 5.65 2.72 2.24
H -5.33 1.71 -1.39
H -2.40 -2.25 -3.66
H -0.60 -0.68 -3.93
H -1.44 3.61 0.82
H 7.14 0.90 3.01
H -0.80 -0.98 -0.16
H 6.21 -1.20 3.90
H -2.85 -4.00 -2.31
H 1.61 3.79 3.83
H 0.17 3.05 -0.95
H 0.55 1.90 5.01
H -2.48 1.69 1.98
H -0.42 -4.69 -3.21
H 1.91 -5.31 -2.18
H -0.12 -1.82 -2.68
H -1.48 0.82 4.08
H 0.63 4.63 1.71
H -4.35 1.71 -5.56
H -3.05 -3.72 -0.58
H -3.82 -0.24 -1.06

---

Record 2
50
Properties=species:S:1:pos:R:3 method="wB97M-V/def2-TZVPD" max_force_ev_per_a=19.89 energy_ha=-1758.1228 homo_energy_ha=-0.3086 smiles="COc1ccc(/C=C(/NC(=O)c2ccccc2Cl)C(=O)NCCCC(=O)O)cc1" lumo_energy_ev=-0.010 charge=0 relative_energy_kcal_mol=425.2
Cl 3.28 -2.50 0.81
O -6.35 -1.78 -0.01
O -0.01 0.56 1.91
O 0.07 2.99 -1.42
O 0.62 3.65 0.70
O 2.17 1.29 0.23
N 1.35 -0.79 -0.13
N -1.28 1.36 0.38
C 4.21 -1.53 0.30
C 2.44 0.00 -0.04
C -7.21 -1.97 -0.81
C -1.37 4.47 -0.09
C 0.04 -0.60 -0.18
C -5.10 -1.68 -0.06
C -0.24 3.75 -0.42
C -2.87 -1.17 0.69
C -4.31 -1.37 1.13
C -3.04 -1.91 -1.48
C 3.89 -0.25 -0.38
C -0.37 0.62 0.84
C -2.46 3.67 0.26
C 4.63 0.55 -0.87
C -2.31 -1.46 -0.51
C 6.31 -1.00 -0.64
C -4.52 -1.71 -1.31
C -2.09 2.24 1.12
C 5.92 0.13 -1.33
C 5.58 -1.83 -0.05
C -0.79 -1.35 -0.58
H 6.03 -2.87 0.25
H 7.46 -1.58 -0.99
H 1.73 -1.72 -0.51
H -7.03 -1.19 -1.77
H -6.92 -3.00 -1.24
H -1.19 5.07 0.70
H -2.90 3.08 -0.44
H -2.21 -0.86 1.56
H 6.66 0.97 -1.80
H -8.20 -1.94 -0.49
H -1.69 4.95 -0.89
H -1.62 1.04 -0.62
H -0.29 -2.33 -1.26
H 1.34 2.85 0.34
H -5.16 -2.10 -2.28
H -4.82 -0.96 1.96
H -2.79 1.75 1.53
H -2.62 -2.29 -2.54
H -3.27 4.03 0.55
H 4.20 1.42 -1.20
H -1.34 2.53 1.97